Molecular formula: C25H46CeO3P2S
Method: DFT, ωB97M-V/def2-TZVPD

Last column: Mulliken charge in e.
Geometry (Å):
Ce -1.302 1.246 1.193  0.9787
C 0.139 0.750 3.826  0.4649
C 0.944 1.089 2.695  0.8526
C -0.594 2.803 3.042  0.3433
C -0.838 1.756 4.003  0.8808
C 0.581 2.412 2.279  -0.1756
C 0.495 -0.357 4.753  -1.2929
H 1.482 -0.772 4.517  0.3919
H -0.224 -1.183 4.688  0.1105
H 0.528 -0.018 5.802  0.4367
C -1.706 1.866 5.227  -1.4858
H -1.212 1.499 6.148  0.3391
H -2.646 1.299 5.121  0.3329
H -1.995 2.904 5.446  0.3817
C -1.269 4.138 3.000  -0.9842
H -1.616 4.431 4.002  0.3706
H -2.140 4.171 2.324  0.2708
H -0.570 4.921 2.674  0.3553
C 1.367 3.149 1.259  -1.0997
H 1.430 4.223 1.468  0.4039
H 0.959 3.031 0.241  0.2765
H 2.390 2.750 1.228  0.3418
C 2.174 0.416 2.215  -1.8174
H 3.074 1.015 2.455  0.4733
H 2.182 0.273 1.121  0.5543
H 2.290 -0.571 2.675  0.3400
C 0.568 -3.461 0.632  -0.4377
C 1.703 -3.537 1.355  -0.7299
C 3.017 -2.972 0.937  -0.2517
C 3.419 -3.142 -0.569  -1.1450
C 3.319 -1.924 -1.403  -0.6606
C 2.211 -1.184 -1.550  -0.3688
C 0.946 -1.431 -0.787  1.9077
C 0.425 -2.871 -0.740  -0.9906
H 3.812 -3.455 1.526  0.5470
H 2.859 -3.959 -1.015  0.3892
H 3.060 -1.885 1.148  -0.3026
H 0.904 -3.448 -1.543  0.6203
H -0.349 -3.945 0.982  0.7110
H 1.701 -4.074 2.333  0.4368
H -0.664 -2.878 -0.965  0.1379
H 1.071 -1.052 0.239  -1.0616
H 2.244 -0.287 -2.171  0.2918
H 0.135 -0.840 -1.268  -0.5369
H 4.477 -3.427 -0.614  0.4037
H 4.239 -1.573 -1.877  0.4195
P -0.911 -0.693 -3.309  1.3302
P -1.044 2.326 -3.146  0.6765
C -1.426 0.127 -4.913  -1.2317
C -1.784 1.586 -4.723  -1.2098
H -2.274 -0.427 -5.336  0.6442
H -0.580 0.027 -5.607  0.4597
H -1.377 2.126 -5.589  0.5030
H -2.871 1.750 -4.717  0.5085
C -1.512 3.992 -3.789  -1.2615
H -0.984 4.784 -3.250  0.3906
H -2.596 4.128 -3.684  0.3865
H -1.256 4.050 -4.857  0.3875
C 0.653 2.347 -3.904  -1.1491
H 0.553 2.450 -4.994  0.4092
H 1.215 1.431 -3.688  0.1725
H 1.209 3.215 -3.527  0.4535
C -2.405 -1.780 -3.215  -1.5230
H -2.705 -1.927 -2.169  0.2760
H -2.171 -2.741 -3.692  0.3599
H -3.226 -1.287 -3.754  0.4817
C 0.293 -1.814 -4.236  -1.6101
H -0.040 -1.914 -5.277  0.5555
H 0.293 -2.805 -3.771  0.4020
H 1.311 -1.395 -4.254  0.3139
C -2.200 -2.191 3.433  -0.9577
S -2.695 -1.273 1.960  1.4288
O -3.722 -1.937 1.228  -0.5337
O -3.036 0.140 2.429  -0.6223
O -1.394 -1.068 1.160  -0.5206
H -2.792 -3.122 3.462  0.4682
H -2.411 -1.541 4.299  0.3924
H -1.137 -2.460 3.381  0.1954

Computed properties:
Gap between HOMO and LUMO (spin up / spin down) (eV): 3.755 / 3.736
Multiplicity: 1
HOMO energy (spin up / spin down) (eV): -13.0 / -13.0
Total charge: +2
Calculated total energy (Ha): -2761.252274